1.
The following is a quantum chemistry calculation of C51H45CdGeN12O4 as an isolated structure, from OMol25.

As for the orbital gap: 0.250 Ha. Its charge is +1. The spin multiplicity is 1.

XYZ file:
```
114
Properties=species:S:1:pos:R:3:mulliken_charge:R:1
Cd 0.33648 2.25843 0.27425 1.854
N -2.32829 4.26937 3.47062 -0.397
C -2.05087 3.30375 2.57798 0.580
O -0.93228 3.25636 2.05953 -0.566
C -3.21234 2.36899 2.28115 -1.065
C -2.81276 1.05823 1.60230 0.733
H -1.65629 5.00090 3.63317 0.266
H -3.23622 4.34963 3.89276 0.194
H -3.87171 2.95610 1.63350 0.492
H -3.76515 2.16705 3.20164 0.450
H -1.92808 1.22028 1.00406 -1.211
H -3.59102 0.73699 0.90709 0.171
C 5.11988 2.07937 3.42323 -1.352
N 3.72185 2.22930 3.02808 1.077
C 3.16629 2.13427 1.82212 -0.307
N 1.86111 2.32302 1.92185 0.360
C 1.66196 2.52908 3.25335 -0.956
N 2.77020 2.48178 3.94591 -0.937
C 5.60208 0.65018 3.30699 1.121
C 5.94630 -0.08552 4.43297 -0.729
C 6.38057 -1.39981 4.30989 -0.759
C 6.44822 -2.00570 3.06843 -1.029
C 6.09776 -1.27504 1.93476 -0.127
C 5.69994 0.05253 2.05800 0.004
C 6.08635 -1.90079 0.62109 0.612
N 6.42169 -3.10555 0.29922 -0.487
N 6.15279 -3.25436 -1.03486 -0.469
C 5.67011 -2.13016 -1.45136 0.539
O 5.60024 -1.21921 -0.44820 -0.220
C 5.15128 -1.80915 -2.77215 0.073
C 5.13731 -2.77922 -3.77099 -0.913
C 4.56406 -2.47899 -4.99391 -0.681
C 3.98589 -1.23684 -5.21588 -0.970
C 4.00602 -0.26043 -4.22662 0.819
C 3.38602 1.09293 -4.50022 -1.005
N 2.91956 1.76087 -3.29636 0.966
C 2.25035 1.25445 -2.25898 -0.827
N 2.06771 2.19403 -1.34677 0.460
C 2.64745 3.29449 -1.90482 -0.833
N 3.18008 3.06193 -3.07691 -1.114
C 4.61270 -0.54796 -3.01304 -0.092
H 5.17668 2.41719 4.45429 0.397
H 5.72728 2.73274 2.79592 0.315
H 3.69759 1.94432 0.90583 0.478
H 0.70245 2.72058 3.69538 0.687
H 5.88501 0.37245 5.41275 0.445
H 6.65883 -1.95526 5.19513 0.437
H 6.76798 -3.03217 2.95369 0.552
H 5.47763 0.61212 1.15885 0.641
H 5.57361 -3.74743 -3.56878 0.544
H 4.55148 -3.22137 -5.78006 0.419
H 3.51675 -1.02450 -6.16905 0.457
H 2.55598 0.98620 -5.20040 0.436
H 4.11419 1.76375 -4.95562 0.343
H 1.92276 0.23101 -2.18780 0.841
H 2.66915 4.26225 -1.43320 0.466
H 4.67428 0.19963 -2.23326 0.764
C -8.13977 -2.72998 -0.84533 -0.915
O -7.36002 -1.55817 -0.66347 -0.396
C -6.72057 -1.04889 -1.74583 0.684
C -6.21708 0.24481 -1.60885 -0.584
C -5.52512 0.83788 -2.64051 0.013
C -5.32573 0.15455 -3.84644 -0.174
C -5.86938 -1.11563 -3.98994 -0.569
C -6.54991 -1.72372 -2.94974 -0.345
N -4.73869 0.72826 -4.99823 -0.374
N -3.83208 1.57470 -5.00479 -0.597
C -3.00840 1.97644 -3.92470 -0.066
C -2.83204 3.33439 -3.77550 -0.239
C -2.06341 3.87115 -2.75846 -0.856
C -1.37700 3.07946 -1.84775 1.409
O -0.67927 3.60817 -0.89734 -1.348
C -1.47376 1.64780 -2.02179 -0.055
N -0.75745 0.84414 -1.16339 0.151
C -0.81209 -0.46091 -1.30037 -0.710
C -1.52731 -1.08336 -2.33827 -1.286
C -2.23275 -0.30879 -3.22518 -0.819
C -2.27122 1.09293 -3.06853 0.384
H -8.61315 -2.92733 0.11186 0.244
H -7.52484 -3.58924 -1.12546 0.306
H -8.90335 -2.57148 -1.61055 0.400
H -6.39512 0.76439 -0.67566 0.501
H -5.17472 1.85571 -2.53434 0.417
H -5.73341 -1.63357 -4.93064 0.457
H -6.94344 -2.71997 -3.09346 0.414
H -3.37100 3.99040 -4.44755 0.419
H -1.98894 4.94374 -2.63824 0.473
H -0.26358 -1.05767 -0.58388 0.658
H -1.49739 -2.15788 -2.42604 0.553
H -2.74179 -0.76688 -4.06152 0.692
Ge -2.48535 -0.45603 2.87350 0.985
C -0.70241 -0.48452 3.69246 -0.205
C 0.42030 -0.87974 2.96300 0.614
C 1.64001 -1.09479 3.58970 -1.197
C 1.77239 -0.85210 4.94923 -0.517
C 0.68178 -0.40161 5.67780 -0.769
C -0.54894 -0.24325 5.05729 -0.705
C -2.74104 -2.14537 1.90921 0.166
C -3.97324 -2.41224 1.32519 -0.798
C -4.16304 -3.56729 0.57709 -0.458
C -3.12272 -4.46346 0.39114 -0.558
C -1.89376 -4.21259 0.97486 -0.740
C -1.70983 -3.07093 1.73753 -0.004
H -3.53679 -0.31558 3.98052 -0.211
H 0.34358 -1.04419 1.89357 0.531
H 2.48742 -1.46713 3.02507 0.568
H 2.72492 -1.01387 5.43559 0.441
H 0.78470 -0.19549 6.73515 0.426
H -1.40934 0.06019 5.64301 0.396
H -4.80277 -1.73151 1.47672 0.389
H -5.12562 -3.76471 0.13761 0.427
H -3.27771 -5.36376 -0.18969 0.420
H -1.07866 -4.91422 0.84642 0.425
H -0.75904 -2.91839 2.23146 0.588
```

***

2.
The following is a quantum chemistry calculation of C8H12MnN2P as an isolated structure in a non-equilibrium geometry, from OMol25.

As for the orbital gap (alpha / beta): 0.113 / 0.188 Ha. Its charge is -1. The expectation value of S² is 8.900. The spin multiplicity is 6.

XYZ file:
```
24
Properties=species:S:1:pos:R:3:mulliken_charge:R:1
C 0.72159 1.02422 -1.79078 -0.638
C 1.87481 0.37436 -1.21584 -0.434
C 2.06602 0.89972 0.12236 -0.487
C 1.04628 1.90211 0.35637 -0.422
C 0.20292 1.96090 -0.81203 -0.408
Mn 0.12978 -0.05039 0.00957 0.206
P -1.08070 -1.68487 -1.05274 -0.278
H 0.33639 0.90084 -2.80573 0.499
H 2.50067 -0.37019 -1.71140 0.357
H 2.88247 0.65125 0.80411 0.363
H -0.62370 2.65807 -0.96544 0.366
H 0.98649 2.59548 1.20081 0.441
H -1.13584 -2.91082 -0.30619 0.045
H -0.74712 -2.19017 -2.34147 0.045
H -2.48702 -1.44697 -1.19582 0.014
N 0.45904 0.10038 2.95997 0.087
C 0.05090 -0.47795 4.10222 -0.573
C -0.88845 -1.44082 3.74895 -0.765
C -1.01138 -1.39317 2.36194 -0.956
N -0.15458 -0.43854 1.87125 0.069
H 1.14182 0.84637 2.88335 0.163
H 0.45000 -0.19595 5.06522 0.524
H -1.41737 -2.11229 4.40092 0.428
H -1.63531 -1.98330 1.70758 0.355
```

***

3.
The following is a quantum chemistry calculation of C2H6N2O in the gas phase in a non-equilibrium geometry, from OMol25.

As for the orbital gap: 0.378 Ha. Its SMILES is CNC(N)=O. The spin multiplicity is 1.

XYZ file:
```
11
Properties=species:S:1:pos:R:3:mulliken_charge:R:1
C -1.53563 0.68020 0.27264 -0.716
N -0.51750 -0.31900 -0.04507 -0.242
C 0.85335 0.01529 0.12916 0.550
N 1.80191 -0.75173 -0.48336 -0.385
O 1.15229 0.85188 0.98234 -0.627
H -1.93988 1.18819 -0.67907 0.234
H -1.21067 1.48405 0.94885 0.318
H -2.37595 0.09935 0.81204 0.228
H -0.68689 -1.02378 -0.84596 0.230
H 1.71006 -1.51368 -1.06017 0.162
H 2.74892 -0.71078 -0.03140 0.247
```

***

4.
The following is a quantum chemistry calculation of C4H7NO in the gas phase, from OMol25.

As for the orbital gap: 0.315 Ha. Its SMILES is C=C1NCCO1. The spin multiplicity is 1.

XYZ file:
```
13
Properties=species:S:1:pos:R:3:mulliken_charge:R:1
C -1.71896 1.04472 -0.99693 -0.950
C -0.69501 0.53416 -0.29440 0.487
N -0.22381 -0.73295 -0.50135 -0.201
C 1.08367 -0.93907 0.04629 -0.379
C 1.11095 0.22269 1.06482 -0.343
O 0.06478 1.12496 0.67389 -0.390
H -2.41658 1.78748 -0.64222 0.258
H -1.81709 0.65544 -2.00383 0.235
H -0.80598 -1.36191 -1.02393 0.222
H 1.18747 -1.90816 0.54595 0.289
H 1.86967 -0.85555 -0.71692 0.247
H 2.06654 0.75634 1.05070 0.257
H 0.90765 -0.11788 2.08508 0.266
```

***

5.
The following is a quantum chemistry calculation of C12H11NO4Pb as an isolated structure in a non-equilibrium geometry, from OMol25.

As for the orbital gap (alpha / beta): 0.188 / 0.195 Ha. Its charge is +2. The spin multiplicity is 1.

XYZ file:
```
29
Properties=species:S:1:pos:R:3:mulliken_charge:R:1
Pb -1.66599 0.28222 -0.33322 2.584
O -2.63580 -2.72160 -0.75705 -0.168
C -2.28759 -1.62957 -0.60610 -0.088
C -0.81925 2.15905 -0.00868 -0.015
O -0.25580 3.16637 0.17817 -0.209
C -2.10712 0.16918 1.66927 -0.143
O -2.32279 0.07583 2.79918 -0.139
C -1.25189 0.45293 -2.33402 -0.293
O -0.98647 0.53425 -3.45423 -0.183
C -3.99527 0.54632 -0.81003 -0.586
H -4.07351 0.14230 -1.82158 0.422
H -4.46631 0.00883 0.01540 0.418
C -3.46992 1.85312 -0.60290 -0.726
H -3.53652 2.32019 0.38245 0.446
H -3.14345 2.45398 -1.45490 0.439
C 4.53303 -1.20252 0.87958 -1.443
C 3.10708 -0.80402 0.59676 1.107
C 2.07381 -1.30905 1.37570 -0.885
C 0.78278 -0.96638 1.10872 0.107
N 0.61737 -0.17446 0.11340 -0.368
C 1.47328 0.37464 -0.68007 0.067
C 2.77370 0.05168 -0.44090 -0.909
H 4.79986 -0.90636 1.89460 0.369
H 4.63050 -2.28415 0.79269 0.376
H 5.21097 -0.73080 0.18325 0.367
H 2.28257 -2.00110 2.20854 0.423
H -0.05128 -1.38982 1.72557 0.323
H 1.21716 1.05677 -1.53010 0.369
H 3.56684 0.47216 -1.08950 0.339
```

***

6.
The following is a quantum chemistry calculation of C46H34F5InNO4P2S3 as an isolated structure in a non-equilibrium geometry, from OMol25.

As for the orbital gap: 0.248 Ha. Its charge is -1. The spin multiplicity is 1.

XYZ file:
```
96
Properties=species:S:1:pos:R:3:mulliken_charge:R:1
In -0.93099 -0.64800 1.99229 0.629
C -0.61113 2.84387 4.79831 -2.059
C -0.20700 1.86639 3.70413 0.988
S -1.38036 1.74422 2.38076 -0.190
C 0.92918 1.15188 3.77228 0.409
C 1.87125 1.23987 4.94895 -1.839
S 1.44671 -0.02326 2.55866 0.225
H -1.56954 3.29870 4.55753 0.430
H 0.12583 3.64494 4.90246 0.427
H -0.71182 2.34722 5.76647 0.324
H 1.51339 1.92414 5.71791 0.472
H 2.85703 1.58067 4.61803 0.268
H 2.00259 0.24948 5.38935 0.329
F 2.43234 -6.26705 -0.32574 -0.357
C 1.71969 -5.47829 0.48790 0.559
C 1.35442 -4.21101 0.09266 -0.694
F 1.72312 -3.76356 -1.11310 -0.567
C 0.61662 -3.41086 0.94340 -0.033
F 0.31496 -2.17344 0.48240 0.742
C 0.19849 -3.81305 2.20982 0.703
S -0.75696 -2.86071 3.31490 -0.275
C 0.60064 -5.10207 2.57070 0.152
F 0.26415 -5.58800 3.77026 -0.350
C 1.33898 -5.91946 1.74013 0.306
F 1.69569 -7.14635 2.14114 -0.330
O 0.23360 1.66071 -2.50579 1.339
C 1.51071 2.14793 -2.48376 0.276
C 2.16504 2.88864 -3.46467 -0.867
C 3.48565 3.27478 -3.26931 -0.855
C 4.16399 2.93201 -2.10985 -0.882
C 3.49323 2.20696 -1.13586 -0.048
C 2.17159 1.81487 -1.29918 0.291
P 1.25249 0.91047 0.07975 1.441
C 1.51171 2.22660 1.34958 0.977
C 2.35639 2.24747 2.45509 -0.654
C 2.37034 3.33927 3.31761 -0.080
C 1.54460 4.42715 3.08790 -1.226
C 0.69497 4.41932 1.98761 -0.346
C 0.67807 3.32884 1.13528 -1.373
C 2.45403 -0.47478 0.26033 0.630
C 2.48427 -1.28688 -0.87974 -1.224
C 3.25734 -2.43320 -0.92999 -0.098
C 4.01830 -2.80413 0.17341 -0.694
C 3.98139 -2.02420 1.31677 -1.327
C 3.20011 -0.87283 1.36484 0.216
C -0.75905 1.61752 -3.44717 0.686
C -0.84930 2.30473 -4.65364 -1.205
C -1.97234 2.14036 -5.45778 -0.854
C -3.00839 1.30036 -5.06835 -0.932
C -2.89521 0.62264 -3.86313 0.136
C -1.77729 0.76923 -3.05283 0.269
P -1.64078 -0.16523 -1.43964 0.928
C -3.22780 0.52077 -0.79778 1.025
C -4.47239 -0.08357 -0.65902 -0.379
C -5.52924 0.60345 -0.07274 -0.556
C -5.36640 1.91088 0.35677 -0.782
C -4.13527 2.53426 0.20126 -0.288
C -3.07684 1.84062 -0.36011 -1.099
C -1.80867 -1.85377 -2.16415 0.676
C -2.77935 -2.82600 -1.94324 -0.184
C -2.65698 -4.08719 -2.51820 -0.969
C -1.56313 -4.40293 -3.30869 -0.699
C -0.58173 -3.44433 -3.52798 -0.563
C -0.70654 -2.18947 -2.95842 -0.497
H 1.69593 3.17907 -4.38524 0.309
H 3.97786 3.85083 -4.04391 0.362
H 5.19683 3.22519 -1.96627 0.434
H 4.00006 1.94159 -0.21433 0.346
H 3.00999 1.41526 2.66256 0.686
H 3.02729 3.33346 4.17954 0.480
H 1.55494 5.27178 3.76619 0.339
H 0.03264 5.25702 1.80571 0.444
H -0.00363 3.31661 0.28932 -0.074
H 1.86903 -1.01807 -1.73505 0.019
H 3.25007 -3.05094 -1.81975 0.150
H 4.61812 -3.70570 0.14545 0.451
H 4.55100 -2.31716 2.19074 0.418
H 3.15055 -0.32294 2.29176 0.284
H -0.08519 2.97622 -4.99507 0.394
H -2.02670 2.68368 -6.39388 0.386
H -3.88745 1.17640 -5.68945 0.421
H -3.68925 -0.04043 -3.54004 0.374
H -4.63778 -1.09963 -0.98130 0.158
H -6.47740 0.09733 0.06348 0.436
H -6.18913 2.43616 0.82599 0.354
H -3.98899 3.55142 0.54314 0.422
H -2.10428 2.31778 -0.44305 0.202
H -3.61583 -2.64187 -1.28795 0.037
H -3.42168 -4.83057 -2.32670 0.446
H -1.46415 -5.39378 -3.73490 0.372
H 0.29045 -3.68210 -4.12511 0.346
H 0.07464 -1.45000 -3.11992 0.036
O -3.31818 -1.01786 2.72957 -0.645
N -3.47857 -1.75913 1.74267 1.018
O -4.49121 -2.38806 1.51440 -0.697
O -2.47834 -1.83913 0.91463 -0.183
```

***

The records above yield energy above the lowest of the compared OMol25 structures with the same formula, charge and spin values of 5.8, 3.7, 14.4, 44.2, 24.1, 166.3 kcal/mol, respectively.